Formula: C7H6N2O3S
Source: OMol25
Level of theory: the ωB97M-V functional and the def2-TZVPD basis

The total energy comes out at -27311.7605 eV. The HOMO energy is -0.2940 hartree. The relative energy (zero: lowest compared OMol25 entry of this formula, charge and spin) is 44.5 kcal per mole. As for the HOMO-LUMO gap: 8.589 eV. Its spin multiplicity is 1.

XYZ file:
```
19
Properties=species:S:1:pos:R:3:forces:R:3:lowdin_charge:R:1
O -0.08195 3.52877 1.14523 -0.2 -0.9 2.2 0.225
H 1.74704 0.27635 1.61660 0.8 -0.7 1.4 0.077
O 4.00588 1.48289 -0.04666 -1.4 1.2 2.3 0.017
C 0.28616 2.16726 -1.89423 0.2 -2.2 0.7 -0.207
H 0.55894 -1.88353 1.14050 -0.2 1.1 -0.5 0.136
H -0.58390 -0.91002 1.95524 0.7 0.5 -1.9 0.161
C 0.23209 4.06948 0.19625 -0.8 0.6 -0.5 -0.470
C 0.01890 -0.90125 0.94056 -1.7 -3.9 3.0 -0.256
C 0.06576 1.37217 -0.82909 -1.4 0.3 -2.5 -0.626
C 3.42791 1.94231 0.83745 1.7 -1.1 -2.2 0.015
S -1.48912 0.48656 -0.93573 -0.1 -0.4 0.6 0.916
H 0.11519 3.49290 -3.17199 0.5 -0.8 -0.3 0.099
H -0.31791 -1.66797 -1.16038 -0.5 1.3 1.9 0.121
O 0.40414 4.65295 -0.77845 0.8 0.9 -1.2 0.197
N 0.94416 1.18546 0.16097 1.2 0.2 0.7 0.007
C 0.94092 0.18759 0.95068 0.2 2.1 -1.5 -0.188
H -1.71135 -1.76790 -0.16049 -0.7 -0.2 0.8 0.053
C -0.86422 -1.12622 -0.25868 1.4 0.2 -3.2 -0.453
N 0.50144 2.52616 -3.03782 -0.7 1.8 0.2 0.176
```
Forces are in eV/Å.